Entry 1:
Entry from the Open Molecules 2025 dataset: a 4-piece molecular cluster, C25H52FN2O4 overall (ωB97M-V/def2-TZVPD).

The geometry in XYZ format:
```
84
Properties=species:S:1:pos:R:3:lowdin_charge:R:1
C 5.771 0.225 2.553 -0.0644
C 6.459 -0.271 1.230 -0.1963
O 5.936 0.306 -0.001 -0.0353
C 4.582 0.499 0.021 -0.2262
C 4.114 1.873 0.294 0.0624
C 2.695 2.190 0.322 0.0610
C 1.749 1.084 0.039 -0.1072
C 0.206 1.380 0.018 -0.0740
C -0.600 0.049 0.232 -0.3407
C -2.077 0.248 0.692 -0.0277
F -0.633 -0.603 -1.048 -0.0676
C 2.300 -0.223 -0.241 0.0528
N 3.663 -0.505 -0.240 0.0414
C 4.183 -1.857 -0.561 -0.0942
C 3.240 -3.049 -0.147 -0.1553
C 2.733 -3.015 1.348 -0.2623
N 2.631 -4.402 1.898 -0.0160
H 6.441 -0.010 3.427 0.1003
H 5.614 1.342 2.536 0.0860
H 4.775 -0.275 2.677 0.0722
H 6.495 -1.394 1.233 0.1180
H 7.536 0.059 1.287 0.1387
H 4.885 2.663 0.465 0.1386
H 2.369 3.232 0.549 0.1336
H -0.058 1.764 -1.013 0.1449
H -0.083 2.201 0.728 0.1392
H -0.036 -0.599 0.956 0.1343
H -2.625 -0.702 0.448 0.0961
H -2.583 1.113 0.178 0.0854
H -2.171 0.440 1.794 0.0879
H 1.590 -1.049 -0.457 0.1178
H 5.201 -2.071 -0.164 0.1198
H 4.275 -1.901 -1.687 0.1571
H 2.386 -3.160 -0.870 0.0981
H 3.858 -3.989 -0.250 0.1290
H 3.307 -2.320 2.011 0.1086
H 1.664 -2.635 1.311 0.1012
H 2.755 -4.390 2.912 0.0681
H 1.667 -4.726 1.760 0.0756
C -3.900 1.512 -3.127 -0.0756
C -4.465 2.616 -2.250 -0.2800
O -3.494 3.571 -1.845 -0.1742
C -2.838 4.281 -2.885 -0.2862
C -3.782 5.085 -3.763 -0.0763
H -3.089 0.992 -2.609 0.0664
H -4.678 0.789 -3.377 0.0816
H -3.493 1.901 -4.061 0.0675
H -4.862 2.170 -1.335 0.1148
H -5.306 3.116 -2.739 0.1087
H -2.231 3.595 -3.486 0.1032
H -2.139 4.965 -2.398 0.1157
H -4.500 4.448 -4.281 0.0676
H -3.219 5.638 -4.517 0.0800
H -4.350 5.796 -3.160 0.0850
C -3.499 1.078 6.527 -0.0783
C -2.553 1.892 5.661 -0.2835
O -3.012 2.073 4.330 -0.1808
C -4.254 2.746 4.177 -0.2793
C -4.258 4.153 4.748 -0.0778
H -3.675 0.095 6.081 0.0818
H -3.078 0.941 7.525 0.0797
H -4.470 1.563 6.638 0.0676
H -1.599 1.364 5.589 0.1137
H -2.335 2.861 6.122 0.1062
H -5.064 2.146 4.605 0.1077
H -4.446 2.800 3.103 0.1155
H -4.077 4.159 5.824 0.0670
H -5.221 4.633 4.568 0.0806
H -3.475 4.756 4.282 0.0817
C 0.011 -6.026 -4.677 -0.0756
C 1.066 -5.482 -3.729 -0.2826
O 1.716 -4.314 -4.209 -0.1659
C 0.887 -3.188 -4.455 -0.2727
C 0.145 -2.701 -3.223 -0.0825
H 0.452 -6.247 -5.652 0.0859
H -0.427 -6.941 -4.273 0.0807
H -0.799 -5.312 -4.839 0.0662
H 1.845 -6.236 -3.598 0.1191
H 0.643 -5.299 -2.735 0.1014
H 0.192 -3.401 -5.274 0.1105
H 1.545 -2.392 -4.810 0.1186
H -0.535 -3.457 -2.828 0.0742
H -0.444 -1.813 -3.461 0.0767
H 0.851 -2.449 -2.427 0.0452
```

Calculated values
Total charge: +1

---

Entry 2:
Entry from the Open Molecules 2025 dataset: a 8-piece molecular cluster, C25H52N18O15PS2 overall (ωB97M-V/def2-TZVPD).

The geometry in XYZ format:
```
113
Properties=species:S:1:pos:R:3:lowdin_charge:R:1
O 3.875 3.619 1.397 -0.4224
P 2.416 3.464 1.533 0.7677
C 1.395 3.432 0.017 -0.4582
O 0.122 3.971 0.427 -0.0355
C 1.815 4.361 -1.156 -0.4830
O 2.685 5.187 -1.204 0.1244
O 1.005 4.034 -2.109 0.0829
C 0.592 2.572 -2.054 -0.2050
C -0.916 2.665 -2.036 -0.0972
C -1.664 1.450 -2.563 -0.1673
C -1.973 0.389 -1.490 -0.1694
C -3.283 0.751 -0.775 -0.1688
C -3.381 0.630 0.763 -0.2070
C -2.256 1.218 1.591 -0.2428
C -2.638 1.258 3.070 -0.4190
S -2.622 -0.318 3.999 1.0064
C -0.970 -0.739 4.200 -0.7105
N -0.440 -1.852 3.860 0.0573
N 0.891 -1.797 4.254 0.0614
C 1.049 -0.649 4.782 -0.2080
O -0.071 0.083 4.816 0.0403
C 1.164 2.007 -3.396 -0.6778
O 1.056 0.769 -3.525 -0.0711
O 1.663 2.823 -4.167 0.0228
C 1.306 2.144 -0.766 -0.1856
C 2.622 1.402 -0.894 -0.1607
C 2.531 -0.061 -0.455 -0.4159
S 2.200 -1.229 -1.785 1.0774
C 0.859 -2.142 -1.211 -0.6829
N 0.463 -3.308 -1.573 0.0273
N -0.665 -3.593 -0.794 0.0501
C -0.845 -2.593 -0.036 -0.1943
O 0.074 -1.613 -0.246 -0.0201
H 1.825 4.494 2.288 0.0193
H 2.084 2.269 2.208 0.0203
H 0.159 4.925 0.341 0.1045
H -1.150 3.493 -2.689 0.1221
H -1.318 2.899 -1.059 0.1055
H -1.201 1.000 -3.428 0.1007
H -2.634 1.815 -2.889 0.0991
H -1.143 0.257 -0.814 0.0722
H -2.116 -0.567 -1.979 0.1094
H -3.554 1.773 -1.019 0.0906
H -4.078 0.132 -1.171 0.1075
H -3.576 -0.393 1.064 0.0654
H -4.283 1.190 1.009 0.1113
H -1.340 0.648 1.479 0.0991
H -2.054 2.232 1.266 0.1105
H -1.920 1.890 3.577 0.0694
H -3.624 1.674 3.208 0.0763
H 1.951 -0.234 5.178 0.1292
H 0.596 1.541 -0.199 0.1391
H 3.034 1.431 -1.895 0.1293
H 3.377 1.840 -0.251 0.0957
H 1.823 -0.161 0.349 0.0704
H 3.504 -0.333 -0.074 0.0513
H -1.589 -2.425 0.710 0.1260
C -5.690 -2.150 1.965 -0.6711
O -4.824 -2.164 1.117 0.0336
N -5.380 -2.000 3.302 0.1262
N -7.020 -2.270 1.679 0.1617
H -6.061 -1.973 4.037 0.0926
H -4.405 -1.903 3.529 0.0018
H -7.269 -2.384 0.715 0.1050
H -7.741 -2.261 2.373 0.0881
C 4.345 8.465 -3.749 -0.6921
O 4.562 9.133 -4.750 -0.0013
N 4.923 8.763 -2.538 0.1373
N 3.526 7.381 -3.734 0.1690
H 4.764 8.228 -1.706 0.0896
H 5.535 9.554 -2.505 0.0900
H 3.083 7.118 -4.593 0.1071
H 3.347 6.832 -2.910 0.0724
C -3.905 5.553 -2.350 -0.6833
O -4.198 4.520 -1.779 0.0244
N -3.997 6.782 -1.742 0.1415
N -3.454 5.573 -3.640 0.1562
H -3.755 7.643 -2.193 0.0856
H -4.321 6.800 -0.795 0.0941
H -3.364 4.689 -4.107 0.1042
H -3.197 6.409 -4.127 0.0911
C 5.988 -2.233 -0.628 -0.6745
O 5.383 -1.446 -1.333 0.0046
N 5.372 -2.990 0.324 0.1683
N 7.345 -2.427 -0.736 0.1441
H 5.855 -3.645 0.914 0.0465
H 4.379 -2.876 0.424 0.0976
H 7.830 -1.888 -1.426 0.0950
H 7.855 -3.072 -0.165 0.0856
C -0.733 -5.332 -5.233 -0.6927
O -0.762 -5.840 -6.346 -0.0065
N -1.751 -5.495 -4.328 0.1435
N 0.298 -4.567 -4.785 0.1622
H -1.744 -5.087 -3.410 0.0828
H -2.533 -6.050 -4.613 0.0907
H 1.070 -4.413 -5.403 0.1016
H 0.304 -4.160 -3.867 0.0567
C 6.197 -5.495 3.487 -0.6659
O 6.480 -4.994 2.413 0.0157
N 6.791 -5.102 4.655 0.1504
N 5.264 -6.485 3.605 0.1553
H 6.574 -5.497 5.549 0.0904
H 7.478 -4.374 4.597 0.1028
H 4.810 -6.789 2.764 0.1079
H 5.013 -6.910 4.476 0.0919
C -5.064 -5.935 3.275 -0.6771
O -5.477 -5.530 2.208 0.0408
N -4.740 -5.094 4.309 0.1508
N -4.891 -7.272 3.537 0.1402
H -4.406 -5.411 5.198 0.0865
H -4.853 -4.108 4.147 0.0599
H -5.116 -7.914 2.801 0.0976
H -4.550 -7.628 4.408 0.0838
```

Calculated values
Total charge: -1

---

Entry 3:
Entry from the Open Molecules 2025 dataset: C25H53BrClInKMgN4O10 as an isolated structure (ωB97M-V/def2-TZVPD).

The geometry in XYZ format:
```
97
Properties=species:S:1:pos:R:3:lowdin_charge:R:1
C -4.875 -5.450 -0.366 -0.1309
C -5.641 -4.141 -0.927 -0.3916
O -4.735 -3.058 -1.219 -0.3923
In -4.287 -1.989 0.566 0.8275
N -3.835 0.009 -0.050 -0.1643
O -5.852 -2.088 1.973 -0.4033
C -2.464 -3.047 1.463 -0.2333
C -1.598 -2.050 2.369 -0.4429
C -2.272 -1.917 3.834 -0.0594
O -0.169 -2.322 2.389 -0.1929
C 0.160 -3.643 2.850 -0.1818
C 0.477 -4.705 1.694 -0.1532
C 0.006 -6.199 1.805 0.0012
C 0.285 -7.272 0.670 -0.0528
C 1.052 -6.899 -0.656 -0.1225
C 1.545 -5.404 -0.751 -0.3578
C 1.265 -4.329 0.391 -0.1610
H -5.043 -5.585 0.769 0.0888
H -5.357 -6.379 -0.885 -0.0016
H -3.758 -5.487 -0.640 0.0263
H -6.429 -3.767 -0.177 0.1029
H -6.144 -4.434 -1.931 0.1014
H -3.554 -0.062 -1.048 -0.0543
H -3.012 0.290 0.513 -0.0663
H -5.574 -2.800 2.596 -0.0511
H -2.806 -3.987 2.029 0.0518
H -1.814 -3.303 0.553 -0.0593
H -1.711 -1.006 1.878 0.1130
H -2.983 -2.826 3.938 0.0822
H -2.921 -0.990 3.970 0.0907
H -1.475 -2.058 4.651 0.0870
H 1.142 -3.531 3.457 0.1419
H -0.595 -4.114 3.563 0.1344
H -0.564 -6.600 2.721 0.1089
H -0.069 -8.365 0.744 0.0993
H 1.252 -7.644 -1.492 0.0874
H 2.129 -5.034 -1.712 -0.2438
H 1.659 -3.268 0.262 0.0920
C 3.431 0.602 -1.133 0.0394
C 2.376 -0.077 -0.323 -0.4009
O 1.850 -1.125 -0.585 0.1398
N 1.836 0.502 0.889 0.1096
C 2.787 0.910 1.957 0.0312
H 3.397 0.213 -2.151 0.1043
H 3.247 1.677 -1.164 0.0924
H 4.415 0.400 -0.705 0.0992
H 1.284 1.317 0.591 0.1774
H 1.172 -0.220 1.203 0.1721
H 2.648 1.974 2.146 0.0972
H 3.814 0.705 1.656 0.0717
H 2.542 0.341 2.853 0.1093
Cl -0.586 -4.374 -0.819 0.3056
Mg -1.290 -6.049 -2.486 0.5343
C -0.917 1.681 4.594 -0.1363
O -0.535 1.150 3.333 -0.1500
H -0.958 2.767 4.520 0.0735
H -1.902 1.299 4.871 0.0780
H -0.180 1.397 5.351 0.0799
H -0.505 0.187 3.424 0.0369
Br 1.512 -3.992 -2.764 0.2738
C -0.831 2.070 -2.241 -0.8385
O -0.849 1.755 -3.462 -0.0670
O -2.013 1.793 -1.639 0.0507
O 0.077 2.578 -1.536 -0.0849
H -2.391 1.443 -2.469 0.1029
C 1.655 5.667 -3.713 -0.0248
C 2.654 4.634 -4.216 -0.3103
C 3.128 4.892 -5.650 -0.1750
O 2.105 4.526 -6.574 -0.1903
C 1.290 5.615 -7.014 -0.0700
N 1.980 3.298 -4.206 0.2274
H 0.681 5.572 -4.197 0.0883
H 1.493 5.547 -2.638 0.0940
H 2.027 6.680 -3.882 0.0973
H 3.506 4.576 -3.531 0.1523
H 3.974 4.229 -5.861 0.1306
H 3.481 5.916 -5.797 0.1332
H 1.811 6.575 -6.968 0.0956
H 0.382 5.655 -6.409 0.0842
H 0.995 5.421 -8.046 0.0969
H 1.428 3.117 -3.353 0.1206
H 2.652 2.535 -4.329 0.1707
H 1.355 3.252 -5.023 0.1628
K -4.414 -7.634 -2.880 0.6328
N 0.180 6.595 3.485 0.0077
C -0.481 5.714 2.670 -0.1277
C 0.347 4.642 2.446 -0.1227
C 1.550 4.883 3.156 -0.1269
C 1.417 6.094 3.790 -0.1414
H -0.188 7.475 3.809 0.1490
H -1.480 5.926 2.320 0.1133
H 0.113 3.779 1.839 0.0856
H 2.418 4.240 3.200 0.0734
H 2.093 6.642 4.429 0.1065
O 5.480 -0.176 3.029 -0.0558
H 5.624 -0.487 3.932 0.0533
H 5.873 -0.866 2.479 0.0471
```

Calculated values
Total charge: +1

---

Entry 4:
Entry from the Open Molecules 2025 dataset: a 5-piece molecular cluster, C25H54BrF3N2O4P overall (ωB97M-V/def2-TZVPD).

The geometry in XYZ format:
```
90
Properties=species:S:1:pos:R:3:lowdin_charge:R:1
C -0.342 -0.426 0.503 -0.1904
C 0.193 0.236 -0.905 -0.6610
Br -0.207 2.217 -0.785 0.6605
C -0.612 -0.330 -2.249 -0.1714
C -1.458 -1.658 -1.792 -0.0911
N -0.795 -3.014 -1.530 0.1714
C -1.962 -3.876 -1.100 0.0109
C -2.050 -5.439 -0.614 -0.1630
F -0.777 -6.099 -1.016 0.0155
F -2.081 -5.481 0.891 0.0254
F -3.246 -6.094 -1.202 0.0495
N -3.317 -3.153 -1.122 0.1037
C -3.078 -1.721 -1.547 -0.2548
P -4.460 -0.407 -1.670 0.8778
C -5.440 -0.511 -3.308 -0.3310
C -5.617 -0.805 -0.155 -0.2948
H -1.507 -0.267 0.647 0.0898
H 0.178 0.171 1.393 0.0958
H -0.034 -1.565 0.628 0.0843
H 1.366 0.049 -0.983 0.1209
H 0.224 -0.540 -3.059 0.1352
H -1.300 0.516 -2.679 0.0974
H 0.203 -3.312 -1.616 0.1807
H -4.265 -3.523 -0.887 0.1590
H -5.737 -1.593 -3.645 0.0494
H -6.459 0.093 -3.161 0.0712
H -4.908 0.015 -4.229 0.0676
H -5.202 -1.797 0.364 0.0414
H -5.474 0.077 0.606 0.0609
H -6.727 -1.004 -0.471 0.0660
C 1.555 -6.380 0.610 -0.0896
C 2.850 -5.760 0.116 -0.2739
O 3.446 -4.869 1.055 -0.1724
C 3.834 -5.430 2.306 -0.2745
C 4.883 -6.521 2.180 -0.0757
H 0.858 -5.605 0.948 0.0683
H 1.079 -6.960 -0.187 0.0663
H 1.729 -7.053 1.453 0.0774
H 2.635 -5.167 -0.780 0.1078
H 3.567 -6.530 -0.187 0.1121
H 2.955 -5.786 2.853 0.1089
H 4.255 -4.608 2.896 0.1088
H 4.482 -7.403 1.671 0.0682
H 5.230 -6.835 3.168 0.0824
H 5.740 -6.170 1.597 0.0861
C 1.131 6.024 -0.014 -0.0849
C 2.295 5.052 -0.082 -0.2937
O 3.116 5.230 -1.233 -0.1686
C 3.765 6.492 -1.363 -0.2773
C 4.725 6.797 -0.226 -0.0825
H 0.553 6.003 -0.944 0.0810
H 0.469 5.772 0.820 0.0770
H 1.475 7.052 0.132 0.0687
H 1.897 4.033 -0.140 0.0455
H 2.902 5.096 0.829 0.1084
H 3.025 7.291 -1.482 0.1067
H 4.333 6.453 -2.299 0.1191
H 4.193 6.933 0.720 0.0666
H 5.281 7.717 -0.431 0.0794
H 5.435 5.976 -0.088 0.0830
C 4.326 -1.292 2.576 -0.0887
C 4.656 -0.103 3.461 -0.2778
O 5.009 -0.469 4.793 -0.1626
C 6.164 -1.290 4.943 -0.2766
C 7.438 -0.640 4.433 -0.0816
H 3.569 -1.928 3.048 0.0787
H 3.951 -0.955 1.605 0.0705
H 5.207 -1.914 2.396 0.0670
H 3.768 0.532 3.539 0.1160
H 5.442 0.516 3.015 0.1077
H 6.001 -2.265 4.472 0.1007
H 6.273 -1.478 6.016 0.1204
H 7.414 -0.510 3.347 0.0659
H 8.308 -1.258 4.677 0.0791
H 7.572 0.352 4.878 0.0847
C -8.705 3.814 -2.988 -0.0795
C -7.913 3.601 -1.710 -0.2769
O -6.652 2.971 -1.923 -0.1952
C -5.722 3.672 -2.744 -0.2862
C -5.322 5.026 -2.183 -0.0770
H -8.796 2.878 -3.549 0.0800
H -9.707 4.190 -2.760 0.0822
H -8.217 4.540 -3.644 0.0690
H -8.484 2.936 -1.052 0.1174
H -7.783 4.540 -1.164 0.1093
H -6.108 3.764 -3.764 0.1078
H -4.828 3.042 -2.806 0.1043
H -6.165 5.723 -2.182 0.0708
H -4.523 5.469 -2.785 0.0805
H -4.975 4.931 -1.149 0.0845
```

Calculated values
Total charge: +1

---

| no. | HOMO level (eV) | lowest unoccupied orbital energy (eV) | Kohn-Sham gap (eV) |
| --- | --- | --- | --- |
| 1 | -11.5 | -3.91 | 7.579 |
| 2 | -5.1 | 1.52 | 6.588 |
| 3 | -8.4 | -4.56 | 3.809 |
| 4 | -11.1 | -4.77 | 6.302 |